Record 1
# C16H18ClN4O9STa

A structure of composition C16H18ClN4O9STa at a distorted geometry (the ωB97M-V functional and the def2-TZVPD basis, OMol25).

## Properties
highest occupied orbital energy: -0.5604 Eh
gap between HOMO and LUMO: 7.37 eV
max |F|: 2.967 eV/A
ΔE to the lowest compared entry with this formula, charge and spin: 10.5 kcal per mole
charge: +2

Cartesian coordinates (Å):
Ta: 0.01659 0.56295 0.96632
O: -2.02653 2.07656 2.08888
C: -2.28730 0.89584 2.04405
O: -1.27742 0.01690 2.29790
C: -3.53879 0.33306 1.43477
C: -3.54964 -1.20327 1.39354
C: -4.92051 -1.69874 0.92651
C: -4.84372 -1.43281 -0.59824
C: -3.47276 -0.76767 -0.70636
O: -2.68546 -1.45474 0.27175
C: -3.56208 0.67116 -0.10981
C: -2.44477 1.53904 -0.63752
O: -2.53428 2.55736 -1.23058
O: -1.14656 1.01224 -0.41784
H: -4.39585 0.77420 1.94158
H: -3.14902 -1.67982 2.28229
H: -5.73448 -1.16585 1.41567
H: -5.03720 -2.75756 1.14214
H: -5.64760 -0.80350 -0.97517
H: -4.84713 -2.36237 -1.16256
H: -2.99196 -0.82534 -1.67996
H: -4.48297 1.17399 -0.39270
C: 3.74648 1.45539 -1.88255
C: 2.84119 0.73097 -0.95048
N: 1.67873 1.17579 -0.60810
N: 1.33991 2.42458 -1.18833
C: 0.78120 3.34204 -0.34967
N: 0.32647 4.45955 -0.86829
S: 0.78623 3.04301 1.32999
C: 3.37356 -0.56630 -0.32724
C: 3.10163 -1.89704 -1.03501
C: 3.23015 -3.15863 -0.28431
C: 4.33379 -3.54972 0.37567
C: 5.54295 -2.80708 0.40968
N: 3.87288 -0.44478 1.00178
H: 3.82538 2.49762 -1.56976
H: 3.34319 1.45206 -2.89832
H: 4.72570 0.99153 -1.90494
H: 0.96884 2.34827 -2.12925
H: 0.37774 4.67038 -1.85447
H: -0.13729 5.12533 -0.26792
H: 2.44456 -1.90289 -1.89744
H: 2.37212 -3.81924 -0.29250
H: 4.40952 -4.48815 0.91278
H: 1.32931 -1.55306 1.31704
O: 1.60030 0.48070 2.40560
Cl: 2.79825 -0.65554 2.25343
O: 6.59899 -2.46837 0.53983
O: 4.31719 -1.20185 -1.17620
O: 0.63046 -1.14618 0.64433

Cartesian forces (eV/Å) of the 2 atoms listed first:
Ta 1.19 0.47 1.52
O -0.20 0.03 0.13


Record 2
# C16H18ClN6PtS

A structure of composition C16H18ClN6PtS at a distorted geometry (the ωB97M-V functional and the def2-TZVPD basis, OMol25).

## Properties
highest occupied orbital energy: -0.4407 Eh
gap between HOMO and LUMO: 7.90 eV
max |F|: 1.186 eV/A
ΔE to the lowest compared entry with this formula, charge and spin: 6.8 kcal per mole
charge: +1

Cartesian coordinates (Å):
Pt: 0.54977 0.43750 0.06164
S: -2.25429 3.61182 6.12892
N: -1.83052 4.26754 4.72020
C: -1.50145 3.26534 3.92248
C: -1.03920 3.39351 2.55205
C: -0.90166 4.60106 1.86273
C: -0.45251 4.58297 0.56082
C: -0.12937 3.36756 -0.03536
N: -0.25209 2.21672 0.61913
C: -0.70101 2.21965 1.89304
C: -0.81677 0.90552 2.52111
N: -0.40138 -0.15785 1.78096
C: -0.40397 -1.35303 2.36084
C: -0.85857 -1.56485 3.65754
C: -1.29874 -0.49688 4.40428
C: -1.26379 0.77433 3.83132
C: -1.62094 1.99428 4.53599
N: -2.03602 2.05292 5.79080
H: -1.15328 5.52895 2.35971
H: -0.33394 5.49615 -0.00404
H: 0.22607 3.30178 -1.05466
H: -0.05683 -2.19204 1.77719
H: -0.85762 -2.56847 4.05726
H: -1.64337 -0.61786 5.42273
C: 1.18981 -1.66724 -3.51649
C: -0.15129 -1.78995 -2.79064
C: -0.99077 -0.52468 -2.95508
C: -0.92371 -2.98343 -3.34803
N: 0.00563 -2.12695 -1.35152
N: 1.02340 -1.47288 -0.56664
H: 1.02813 -1.73803 -4.59271
H: 1.86296 -2.48444 -3.23765
H: 1.68215 -0.71789 -3.32041
H: -0.90867 -0.15478 -3.97791
H: -0.65504 0.26919 -2.29160
H: -2.04000 -0.73038 -2.73858
H: -1.25730 -2.75926 -4.36027
H: -1.80453 -3.19360 -2.73888
H: -0.29889 -3.87919 -3.39015
H: 0.16656 -3.12463 -1.26986
H: 1.94166 -1.44917 -1.02258
H: 1.11862 -2.05384 0.25728
Cl: 2.07012 1.09635 -1.50857

Cartesian forces (eV/Å) of the 2 atoms listed first:
Pt -0.48 -1.05 -0.26
S -0.02 0.03 0.05


Record 3
# C16H18F2N6O3S2

A structure of composition C16H18F2N6O3S2 at a distorted geometry (the ωB97M-V functional and the def2-TZVPD basis, OMol25).

## Properties
highest occupied orbital energy: -0.3049 Eh
gap between HOMO and LUMO: 8.51 eV
max |F|: 6.321 eV/A
ΔE to the lowest compared entry with this formula, charge and spin: 62.3 kcal per mole

Cartesian coordinates (Å):
O: -0.38779 -4.04103 -4.78616
O: -0.98132 -5.03152 -2.67314
F: 1.86201 6.56251 3.22286
F: 1.05767 5.24179 4.61118
N: -1.45418 1.39103 2.71237
N: -2.40575 4.37820 -0.53517
N: -0.58712 0.67413 0.64070
O: 1.45478 -3.75105 -0.32069
S: -0.83011 -0.17093 3.08304
C: -1.35777 1.50173 1.39611
C: -1.76134 4.89987 0.45558
C: -0.25958 -0.30976 1.37907
C: -2.32298 2.98673 -0.36705
C: -1.49596 6.33099 0.59057
C: -0.69840 6.71315 1.59831
C: -0.43339 4.31225 2.49941
C: -1.65992 2.82679 0.80591
C: -0.18221 5.73731 2.60518
N: -1.33863 4.00964 1.37096
N: 0.45969 -1.41811 0.90113
N: 1.43435 -4.12018 -2.96521
C: 0.66627 6.20602 3.70983
C: 0.88749 -3.90905 0.96855
C: 0.86885 -2.58302 1.70636
C: 0.70099 -1.43459 -0.64118
C: 1.36006 -2.69540 -2.62443
C: 0.54749 -6.41941 -4.38717
C: 0.75977 -2.83014 -1.23162
S: 0.09276 -4.88974 -3.64565
H: -2.51858 2.22206 -1.08325
H: -1.86579 6.97509 -0.23177
H: -0.61205 7.80402 1.69720
H: -0.22763 3.49256 3.20919
H: 1.60353 -4.54916 -2.08990
H: 0.25513 7.13579 4.26660
H: -0.15351 -4.34670 0.89637
H: 1.55029 -4.54396 1.55559
H: 0.03828 -2.64830 2.47608
H: 1.76833 -2.31692 2.25756
H: 1.68523 -0.93275 -0.81976
H: -0.09857 -0.89790 -1.11600
H: 0.74707 -2.24891 -3.41407
H: 2.30930 -2.10739 -2.66799
H: 0.97301 -6.20200 -5.33808
H: 1.13109 -6.96139 -3.63833
H: -0.35579 -6.91999 -4.65781
H: -0.22511 -3.12241 -1.38131

Cartesian forces (eV/Å) of the 2 atoms listed first:
O 1.91 -1.46 1.89
O 1.42 -1.06 0.28


Record 4
# C16H18F3I2N3OOsS

A structure of composition C16H18F3I2N3OOsS at a distorted geometry (the ωB97M-V functional and the def2-TZVPD basis, OMol25).

## Properties
highest occupied orbital energy (alpha / beta): -0.5154 / -0.5154 Eh
gap between HOMO and LUMO (alpha / beta): 5.21 / 5.22 eV
max |F|: 1.457 eV/A
ΔE to the lowest compared entry with this formula, charge and spin: 0.0 kcal per mole
charge: +2

Cartesian coordinates (Å):
Os: -0.00726 0.40186 0.07094
C: -0.80912 3.34791 0.00368
C: -1.85093 2.70969 -0.88681
N: -1.38790 1.36097 -1.34352
C: -2.53349 0.48449 -1.69279
C: -3.30080 0.07779 -0.45220
S: -2.18261 -0.23329 0.96140
C: -2.42606 1.28536 1.99846
C: -1.15029 2.09916 2.20218
N: -0.34151 2.31265 0.95992
H: 0.06238 3.65724 -0.56889
H: -1.21478 4.21605 0.52497
H: -2.79300 2.58433 -0.35974
H: -2.04605 3.32503 -1.76564
H: -0.87307 1.50347 -2.20765
H: -3.19571 0.99298 -2.39913
H: -2.11515 -0.39053 -2.19036
H: -4.03888 0.80939 -0.13072
H: -3.84326 -0.84930 -0.63196
H: -3.20128 1.87935 1.52044
H: -2.81211 0.94429 2.95653
H: -1.39110 3.06834 2.64398
H: -0.48899 1.57339 2.89248
H: 0.57825 2.60209 1.29583
I: 4.42847 0.42650 2.68862
C: 3.54559 -1.07400 1.57912
C: 4.20591 -2.29993 1.38348
C: 3.64842 -3.31652 0.64344
I: 4.72040 -5.09437 0.43402
C: 2.35847 -3.15716 0.03295
C: 1.67849 -4.12519 -0.71905
C: 0.42070 -3.84491 -1.21976
C: -0.13835 -2.59617 -0.99604
N: 0.49774 -1.63806 -0.32676
C: 1.71314 -1.92204 0.20894
C: 2.28968 -0.88876 1.01301
O: 1.57043 0.20945 1.16889
H: 5.17866 -2.44175 1.83340
H: 2.12864 -5.09353 -0.89099
H: -0.12948 -4.58114 -1.78649
H: -1.12044 -2.34769 -1.37809
F: 0.80362 0.71720 -2.70233
C: 1.35458 0.91181 -1.46145
F: 1.73005 2.20865 -1.43420
F: 2.47798 0.18490 -1.47212

Cartesian forces (eV/Å) of the 2 atoms listed first:
Os 0.98 0.10 0.71
C -0.12 -0.30 0.08


- ΔE to the lowest compared entry with this formula, charge and spin of number 1 (C16H18ClN4O9STa)?
  10.5 kcal per mole


Repeat the second record exactly.
# C16H18ClN6PtS

A structure of composition C16H18ClN6PtS at a distorted geometry (the ωB97M-V functional and the def2-TZVPD basis, OMol25).

## Properties
highest occupied orbital energy: -0.4407 Eh
gap between HOMO and LUMO: 7.90 eV
max |F|: 1.186 eV/A
ΔE to the lowest compared entry with this formula, charge and spin: 6.8 kcal per mole
charge: +1

Cartesian coordinates (Å):
Pt: 0.54977 0.43750 0.06164
S: -2.25429 3.61182 6.12892
N: -1.83052 4.26754 4.72020
C: -1.50145 3.26534 3.92248
C: -1.03920 3.39351 2.55205
C: -0.90166 4.60106 1.86273
C: -0.45251 4.58297 0.56082
C: -0.12937 3.36756 -0.03536
N: -0.25209 2.21672 0.61913
C: -0.70101 2.21965 1.89304
C: -0.81677 0.90552 2.52111
N: -0.40138 -0.15785 1.78096
C: -0.40397 -1.35303 2.36084
C: -0.85857 -1.56485 3.65754
C: -1.29874 -0.49688 4.40428
C: -1.26379 0.77433 3.83132
C: -1.62094 1.99428 4.53599
N: -2.03602 2.05292 5.79080
H: -1.15328 5.52895 2.35971
H: -0.33394 5.49615 -0.00404
H: 0.22607 3.30178 -1.05466
H: -0.05683 -2.19204 1.77719
H: -0.85762 -2.56847 4.05726
H: -1.64337 -0.61786 5.42273
C: 1.18981 -1.66724 -3.51649
C: -0.15129 -1.78995 -2.79064
C: -0.99077 -0.52468 -2.95508
C: -0.92371 -2.98343 -3.34803
N: 0.00563 -2.12695 -1.35152
N: 1.02340 -1.47288 -0.56664
H: 1.02813 -1.73803 -4.59271
H: 1.86296 -2.48444 -3.23765
H: 1.68215 -0.71789 -3.32041
H: -0.90867 -0.15478 -3.97791
H: -0.65504 0.26919 -2.29160
H: -2.04000 -0.73038 -2.73858
H: -1.25730 -2.75926 -4.36027
H: -1.80453 -3.19360 -2.73888
H: -0.29889 -3.87919 -3.39015
H: 0.16656 -3.12463 -1.26986
H: 1.94166 -1.44917 -1.02258
H: 1.11862 -2.05384 0.25728
Cl: 2.07012 1.09635 -1.50857

Cartesian forces (eV/Å) of the 2 atoms listed first:
Pt -0.48 -1.05 -0.26
S -0.02 0.03 0.05


- What is the formula in the fourth record?
  C16H18F3I2N3OOsS